Molecular formula: C21H33BaBr2NO5PS3
Method: DFT, ωB97M-V/def2-TZVPD

2S+1: 2
Expectation value of S²: 0.7669
Charge: -2
ΔE to the lowest compared entry with this formula, charge and spin, kcal/mol: 29.6
Gap between HOMO and LUMO (alpha / beta), eV: 6.27 / 5.74

Positions of all 67 atoms, in Å:
Ba 0.436 -0.277 -0.944
C 0.065 0.233 3.941
C -0.784 1.390 3.893
C -0.053 2.395 3.309
C 1.290 1.872 2.983
C 1.342 0.560 3.367
C 2.497 -0.385 3.218
C 2.382 2.669 2.353
C -0.471 3.797 3.032
C -2.182 1.474 4.435
C -0.286 -1.094 4.518
H 2.510 -0.872 2.238
H 2.462 -1.176 3.971
H 3.450 0.138 3.326
H 2.417 2.499 1.274
H 3.355 2.406 2.778
H 2.217 3.738 2.488
H -0.419 3.998 1.957
H 0.194 4.511 3.529
H -1.488 3.988 3.371
H -2.918 1.031 3.761
H -2.468 2.511 4.608
H -2.270 0.949 5.388
H -0.202 -1.885 3.765
H -1.302 -1.112 4.909
H 0.405 -1.359 5.325
C 2.114 -5.827 -2.740
C 2.658 -5.445 -1.379
O 3.089 -4.075 -1.402
P 2.312 -2.987 -0.478
S 3.196 -1.307 -0.836
S 0.401 -3.184 -0.640
O 2.668 -3.477 1.028
C 4.029 -3.478 1.464
C 4.141 -4.447 2.621
H 1.865 -6.890 -2.761
H 2.855 -5.622 -3.513
H 1.215 -5.250 -2.952
H 3.534 -6.043 -1.118
H 1.894 -5.587 -0.612
H 4.299 -2.465 1.770
H 4.685 -3.767 0.638
H 3.456 -4.157 3.418
H 5.159 -4.447 3.015
H 3.890 -5.459 2.300
Br 0.272 2.800 -0.633
C -0.722 0.218 -3.438
Br -2.696 -0.044 -3.261
H -0.504 -0.355 -4.346
H -0.673 1.273 -3.722
N -2.186 0.504 0.349
C -3.137 -0.362 0.940
C -4.456 -0.416 0.501
C -5.366 -1.265 1.121
C -4.976 -2.063 2.184
C -3.650 -2.046 2.595
C -2.737 -1.212 1.970
S -6.175 -3.063 3.079
O -6.600 -2.197 4.176
O -7.227 -3.346 2.111
O -5.428 -4.237 3.516
H -2.566 1.150 -0.332
H -1.648 1.029 1.032
H -4.765 0.210 -0.329
H -6.394 -1.313 0.787
H -3.346 -2.705 3.398
H -1.696 -1.202 2.276

=====

Molecular formula: C7H19ClO5PbSi2
Method: DFT, ωB97M-V/def2-TZVPD

Charge: +2
Gap between HOMO and LUMO, eV: 5.69

Positions of all 35 atoms, in Å:
C -1.621 -3.268 -0.239
C -0.411 -3.652 -1.188
O 0.245 -2.512 -1.787
C -0.588 -1.878 -2.815
C -0.253 -0.341 -2.926
O -1.294 0.531 -2.437
Si -1.333 0.473 -0.767
Cl 0.481 -0.431 -0.037
O -1.429 2.043 -0.120
Si -1.697 1.955 1.598
O -0.519 2.846 2.456
C 0.720 2.133 2.570
C 1.703 2.576 1.430
C 3.170 2.194 1.845
O 1.664 3.972 1.183
H -2.266 -4.171 -0.185
H -1.222 -3.036 0.784
H -2.256 -2.460 -0.652
H -0.740 -4.360 -1.971
H 0.356 -4.129 -0.519
H -0.285 -2.337 -3.787
H -1.673 -2.078 -2.708
H -0.145 -0.118 -4.010
H 0.749 -0.152 -2.482
H -2.531 -0.297 -0.387
H -2.998 2.553 1.882
H -1.615 0.557 2.080
H 0.537 1.026 2.559
H 1.221 2.377 3.534
H 1.497 2.079 0.448
H 3.322 1.096 1.750
H 3.311 2.483 2.904
H 3.867 2.775 1.211
H 0.847 4.131 0.701
Pb 1.188 -2.579 0.084

=====

Molecular formula: H6NS2
Method: DFT, ωB97M-V/def2-TZVPD

Charge: +1
ΔE to the lowest compared entry with this formula, charge and spin, kcal/mol: 21.8
Gap between HOMO and LUMO, eV: 7.92

Positions of all 9 atoms, in Å:
N -1.857 0.780 1.009
H -1.139 0.002 0.976
H -1.771 1.239 0.170
H -2.769 0.355 0.951
H -1.732 1.432 1.860
S 2.267 -2.037 -1.199
S 1.861 -0.247 -0.569
H 2.181 -2.146 -2.556
H 2.959 0.622 -0.641

=====

Molecular formula: C5H14NO2
Method: DFT, ωB97M-V/def2-TZVPD

2S+1: 2
Expectation value of S²: 0.7588
ΔE to the lowest compared entry with this formula, charge and spin, kcal/mol: 119.9
Gap between HOMO and LUMO (alpha / beta), eV: 5.75 / 4.98

Positions of all 22 atoms, in Å:
C 1.285 -2.237 -2.913
N -0.648 0.578 -1.663
C -1.795 0.835 1.329
C -1.420 1.059 -0.172
C -0.244 -0.006 -0.525
C 1.154 0.519 -0.118
O 1.210 0.910 1.192
H 1.513 -1.164 -2.983
H 2.012 -2.796 -3.503
H 0.305 -2.340 -3.371
H 1.230 -2.553 -1.883
H -0.885 0.871 1.919
H -2.258 -0.141 1.457
H -2.494 1.615 1.624
H -1.036 2.087 -0.217
H -2.373 0.981 -0.699
H -0.459 -1.028 -0.199
H 1.288 1.422 -0.732
H 1.969 -0.168 -0.348
H 0.308 -1.222 3.323
H 0.980 0.129 1.825
O 0.139 -0.957 2.425

=====

Molecular formula: C39H43IrN8OPS
Method: DFT, ωB97M-V/def2-TZVPD

Charge: +1
ΔE to the lowest compared entry with this formula, charge and spin, kcal/mol: 6.2
Gap between HOMO and LUMO (alpha / beta), eV: 4.97 / 4.98

Positions of all 94 atoms, in Å:
Ir -0.223 0.518 0.145
C 4.567 -2.435 -0.455
C 3.320 -2.968 -0.166
C 2.321 -2.167 0.362
C 2.562 -0.823 0.618
C 3.813 -0.285 0.312
C 4.807 -1.089 -0.217
N 1.536 -0.008 1.134
C 1.798 0.831 2.149
C 2.881 0.700 3.064
C 2.995 1.561 4.117
C 2.081 2.623 4.339
C 1.040 2.799 3.479
C 0.895 1.909 2.392
N -0.076 2.010 1.445
N -0.910 2.982 1.412
C -1.709 2.959 0.289
C -2.525 4.059 0.036
C -3.192 4.125 -1.170
C -3.014 3.111 -2.103
C -2.223 2.027 -1.773
N -1.612 1.925 -0.588
H 5.344 -3.062 -0.870
H 3.117 -4.011 -0.364
H 1.337 -2.575 0.564
H 4.003 0.768 0.485
H 5.774 -0.661 -0.447
H 3.585 -0.110 2.941
H 3.807 1.419 4.818
H 2.211 3.272 5.192
H 0.313 3.587 3.607
H -2.588 4.841 0.776
H -3.826 4.972 -1.394
H -3.491 3.142 -3.071
H -2.061 1.212 -2.462
C -4.582 -1.729 -2.751
C -4.369 -1.030 -1.573
C -3.088 -0.767 -1.120
C -1.937 -1.195 -1.813
C -2.181 -1.887 -3.021
C -3.466 -2.143 -3.465
N -0.657 -0.938 -1.349
C 0.378 -1.625 -2.041
C 0.526 -3.005 -1.878
C 1.513 -3.700 -2.549
C 2.393 -3.027 -3.390
C 2.245 -1.662 -3.571
C 1.235 -0.969 -2.916
H -5.581 -1.939 -3.103
H -5.212 -0.675 -0.990
H -2.979 -0.193 -0.214
H -1.355 -2.220 -3.630
H -3.591 -2.678 -4.398
H -0.169 -3.531 -1.233
H 1.603 -4.770 -2.415
H 3.173 -3.567 -3.909
H 2.906 -1.134 -4.248
H 1.100 0.089 -3.083
O 1.211 1.502 -1.208
S 2.078 2.741 -1.080
C 3.145 2.609 -2.533
C 2.322 3.128 -3.702
C 1.685 4.417 -3.193
C 1.099 4.099 -1.816
H 3.457 1.567 -2.587
H 4.016 3.237 -2.336
H 1.554 2.399 -3.966
H 2.946 3.292 -4.580
H 0.911 4.793 -3.860
H 2.447 5.194 -3.104
H 0.092 3.682 -1.891
H 1.083 4.938 -1.124
C -3.484 -2.441 2.986
N -2.321 -3.166 2.479
C -1.341 -3.306 3.550
N -0.947 -2.030 4.137
C -2.142 -1.350 4.626
N -3.157 -1.150 3.594
C -2.710 -0.185 2.594
P -1.221 -0.807 1.698
C -1.751 -2.528 1.297
C -0.195 -1.210 3.195
H -3.961 -3.058 3.750
H -4.193 -2.287 2.170
H -0.455 -3.816 3.164
H -1.778 -3.921 4.339
H -1.862 -0.383 5.048
H -2.579 -1.961 5.419
H -2.454 0.759 3.086
H -3.523 0.019 1.894
H -0.875 -3.088 0.961
H -2.480 -2.523 0.487
H 0.115 -0.289 3.695
H 0.705 -1.740 2.880

=====

Molecular formula: C33H29BrGaIOP2
Method: DFT, ωB97M-V/def2-TZVPD

Charge: +2
Gap between HOMO and LUMO, eV: 5.50

Positions of all 68 atoms, in Å:
Ga 0.669 0.240 0.918
C -1.603 0.994 2.411
C -2.055 -0.458 2.109
P -0.760 -1.596 0.918
C -2.315 -2.574 0.939
C -2.490 -3.435 2.054
C -3.540 -4.355 2.070
C -4.415 -4.437 0.981
C -4.236 -3.601 -0.124
C -3.188 -2.678 -0.141
C 0.024 -2.058 -0.443
C 0.059 -1.428 -1.708
C 0.787 -1.992 -2.756
C 1.479 -3.189 -2.560
C 1.439 -3.825 -1.314
C 0.713 -3.262 -0.261
P -0.743 2.052 0.918
C -0.079 2.482 -0.543
C -0.662 2.326 -1.813
C -0.008 2.825 -2.945
C 1.216 3.486 -2.813
C 1.789 3.652 -1.548
C 1.141 3.153 -0.416
C -2.465 2.821 0.838
C -2.419 4.204 1.038
C -3.584 4.973 0.958
C -4.810 4.363 0.674
C -4.869 2.984 0.462
C -3.705 2.214 0.535
H -0.778 0.950 3.152
H -2.417 1.534 2.952
H -3.083 -0.375 1.682
H -2.154 -0.989 3.082
H -1.815 -3.379 2.904
H -3.679 -5.005 2.923
H -5.231 -5.149 0.994
H -4.913 -3.666 -0.967
H -3.061 -2.034 -1.002
H -0.488 -0.512 -1.877
H 0.808 -1.505 -3.722
H 2.039 -3.628 -3.375
H 1.967 -4.758 -1.170
H 0.677 -3.769 0.697
H -1.609 1.817 -1.928
H -0.451 2.699 -3.924
H 1.720 3.873 -3.689
H 2.734 4.169 -1.446
H 1.591 3.290 0.561
H -1.473 4.688 1.252
H -3.539 6.043 1.111
H -5.712 4.957 0.611
H -5.816 2.511 0.231
H -3.776 1.158 0.341
Br 6.434 1.204 2.301
C 6.316 0.119 0.745
C 7.528 -0.282 0.168
C 7.536 -1.080 -0.977
C 6.334 -1.481 -1.553
C 5.122 -1.085 -0.985
C 5.106 -0.284 0.166
I 3.218 0.240 0.918
H 8.476 0.022 0.605
H 8.481 -1.387 -1.419
H 6.338 -2.102 -2.446
H 4.195 -1.410 -1.452
O 0.669 0.240 3.923
C 0.669 0.240 2.866
H 0.669 0.240 -0.693